33
Properties=species:S:1:pos:R:3:forces:R:3 method="wB97M-V/def2-TZVPD" e_tot_ev=-18325.167 spin_multiplicity=1 e_above_lowest_ev=6.3423 smiles=CNCCCOc1ccc2ccccc2c1 gap_ha=0.3285 max_force_ev_per_a=5.783 lumo_ev=0.708
H 0.82374 -1.60989 -1.41462 -0.005 0.826 2.438
H 3.12249 -2.36914 -0.23894 -0.945 3.167 -1.048
H -3.46935 -2.58455 0.11787 -0.213 0.645 -0.162
H 5.52807 0.97829 1.94268 -0.792 0.847 -0.967
C 5.63432 1.11427 0.83310 1.507 -1.451 -1.742
H 5.32344 2.16109 0.27977 0.556 -2.882 1.809
H 3.17909 -1.09078 -1.75303 -1.406 -1.044 1.787
H -5.73988 -1.96521 0.64995 -2.421 -2.836 0.646
C 3.42045 -0.05935 -0.01487 3.027 1.831 3.795
C 2.76484 -1.25149 -0.65572 1.630 -0.359 -0.726
C -5.61666 0.20873 0.51366 2.950 -1.724 -1.876
H 6.81970 0.98188 0.75378 -2.512 0.459 -0.347
H -6.63423 0.55013 0.48024 -0.496 -0.653 0.510
O 0.81291 0.29567 -0.46827 -1.511 -1.075 0.438
C -1.43088 -0.71349 -0.05492 1.071 -2.601 -0.429
C -1.23565 1.57770 -0.53531 0.640 -0.737 0.499
C -2.81200 -0.52746 -0.01285 -1.598 3.293 -0.382
H -1.09669 -1.79897 -0.03118 -0.321 1.599 0.198
H -2.64204 3.07020 -0.30036 -1.059 -2.754 -0.559
H 3.19757 0.02522 1.23620 -0.330 0.160 -3.541
H -4.95031 2.07670 -0.45196 -0.446 -0.029 1.398
H 0.99846 -1.55436 0.51987 -0.290 0.222 -0.514
C -2.55734 1.89389 -0.40278 3.318 2.354 0.160
H 5.40843 -1.18436 0.60294 -1.912 4.212 -1.896
H -0.73968 2.44265 -0.76557 2.404 1.583 -0.465
C -0.57025 0.32651 -0.29959 -0.937 1.709 -1.019
C -4.67765 1.16140 0.10722 -3.727 -0.839 -0.739
H 3.14703 0.95916 -0.64677 0.755 -2.650 2.025
C -3.78298 -1.52385 0.09685 -1.089 -0.886 1.405
C -5.10181 -1.22941 0.43335 1.704 5.507 -0.468
C 1.23791 -1.06418 -0.43877 0.935 -1.972 -2.926
N 5.02101 -0.15285 0.04380 0.226 -0.902 1.764
C -3.38206 0.85584 -0.12577 1.285 -3.022 0.935

=====

37
Properties=species:S:1:pos:R:3:forces:R:3 method="wB97M-V/def2-TZVPD" e_tot_ev=-43880.655 spin_multiplicity=1 e_above_lowest_ev=0.0000 gap_ha=0.1860 max_force_ev_per_a=7.817 lumo_ev=2.612 charge=-1
H -0.14166 -2.87019 4.75791 -0.001 0.425 -0.342
H -0.95462 1.62906 6.93377 0.064 -0.208 -0.268
C -0.80369 1.16571 5.95680 0.009 -0.745 -0.104
C 2.42381 -0.11859 -1.45548 0.605 0.468 -1.892
C 0.51704 -0.73431 -3.36466 -0.015 0.589 0.742
H -0.78250 -1.01513 -5.09063 -0.036 -0.006 0.085
C -0.38645 0.83671 -1.62901 -2.951 -0.567 3.695
H -0.24850 1.55918 -0.80022 -0.042 0.416 -0.791
C -0.67388 -0.23135 5.84886 -0.259 0.670 0.435
C 0.07881 -2.02527 2.83207 -0.447 2.278 -0.247
H -0.70896 -0.90305 6.70662 0.009 0.333 -0.040
Y 0.89760 -0.39691 -0.11179 -2.646 -1.198 4.545
C 0.75876 0.34258 -2.23314 4.978 0.529 -6.004
H -0.32500 0.64937 -4.78253 0.042 0.003 0.072
H 2.83196 -0.92659 -2.06402 -0.025 0.306 -0.409
Cl 0.91218 -2.88541 -0.50903 -0.177 -1.219 0.280
H 0.29746 -1.70384 -2.88758 -0.111 0.218 -0.249
H -2.53589 0.67165 -1.57550 0.083 0.099 -0.159
C -1.73168 0.89572 -2.29426 -0.400 0.020 -0.302
C -1.90974 -0.05547 -3.50285 -0.004 -0.084 0.255
H -2.68155 0.33694 -4.17952 0.032 -0.045 0.168
Cl 1.96754 1.52734 1.11842 0.249 0.977 0.898
C -0.48861 -0.75170 4.58094 0.482 -0.368 -0.322
H -1.94821 1.92322 -2.63960 0.072 0.004 -0.159
C -0.54496 1.42887 3.53818 -0.061 0.221 0.083
C -0.61867 -0.28593 -4.28729 0.115 0.039 0.154
H 1.45149 -0.85554 -3.92769 -0.201 0.041 0.141
H -0.83725 3.06192 4.92556 0.056 -0.330 -0.085
H -2.27388 -1.02493 -3.13627 0.110 0.051 -0.038
H 1.29090 1.17923 -2.71554 0.334 -0.197 -0.621
C -0.40582 0.04390 3.42863 0.472 -0.868 0.191
H 3.00514 0.80591 -1.45575 -0.012 -0.200 -0.353
N -0.04457 -0.78018 2.35315 -0.003 -1.318 0.018
H -0.45357 2.02319 2.63071 0.038 0.040 0.338
C -0.73765 1.98082 4.81344 -0.050 -0.361 -0.599
H 0.34390 -2.90341 2.24882 -0.046 0.288 0.006
N -0.17538 -2.04882 4.16108 -0.263 -0.300 0.878

=====

42
Properties=species:S:1:pos:R:3:forces:R:3 method="wB97M-V/def2-TZVPD" e_tot_ev=-73826.743 spin_multiplicity=1 smiles="CCOC(=O)N[C@@H](NC(=S)Nc1ccc(OCC)cc1)C(Cl)(Cl)Cl" gap_ha=0.3159 max_force_ev_per_a=0.550 lumo_ev=0.505
C -0.99067 1.86059 -1.29824 -0.378 -0.021 0.061
H 1.17970 1.67168 1.88132 0.032 -0.005 0.079
C 2.87973 -0.25746 0.00139 -0.473 -0.122 -0.206
C -1.39161 -2.33234 0.57448 -0.371 -0.131 -0.231
C -1.92211 -3.43541 1.47079 0.334 0.325 -0.136
H -1.28157 -4.31119 1.41148 0.021 -0.117 0.004
O -0.07406 -1.98379 1.02143 -0.005 -0.179 0.357
H -5.55183 -0.03932 -1.60255 -0.087 -0.025 -0.077
N 3.43888 0.78365 0.81476 0.041 0.100 0.065
Cl 4.86616 -1.91600 0.85605 0.044 -0.041 0.111
H -2.02354 -1.43998 0.62981 0.098 -0.092 -0.067
H -1.33328 -2.65485 -0.47030 -0.027 0.080 0.162
H 2.63684 3.54793 -0.63263 0.094 -0.145 0.191
C 0.57369 1.71288 0.98958 -0.044 0.197 -0.106
C -3.60154 0.73807 -1.15154 -0.274 -0.071 -0.230
H -1.16816 0.90414 1.93149 -0.057 -0.058 0.118
H -1.95183 -3.09558 2.50220 -0.059 -0.016 0.133
H -3.08035 0.16457 -1.92935 -0.007 0.112 0.054
S 4.82284 3.00951 0.81930 0.412 0.327 0.161
H 0.73619 2.68910 -2.24034 0.068 0.002 -0.114
H -5.38294 0.59305 0.04269 -0.090 0.034 0.058
C 0.32245 2.29144 -1.32575 0.208 -0.058 0.253
C 1.12097 2.19833 -0.19527 -0.462 -0.146 -0.053
H 4.23156 0.50396 1.38188 -0.056 0.193 -0.115
Cl 3.32086 -2.47332 -1.51633 0.055 0.083 0.010
H 2.10240 -1.36274 1.63579 -0.039 0.037 -0.030
H -2.92567 -3.70809 1.15771 -0.114 -0.033 -0.019
H 2.36431 0.16649 -0.87125 0.277 -0.167 0.148
N 2.46467 2.62765 -0.24989 0.069 0.063 -0.270
C 3.50411 2.10479 0.43625 0.245 -0.084 0.065
C 4.01051 -1.18382 -0.52040 0.072 0.043 -0.320
C -1.52588 1.33125 -0.12883 0.288 0.141 0.066
H -4.66734 -0.96444 -0.37955 -0.018 -0.114 0.023
C -4.88738 0.03451 -0.74664 0.414 0.215 -0.005
H -3.82557 1.74131 -1.53905 0.096 -0.102 0.005
C -0.73465 1.28752 1.02111 -0.240 -0.002 -0.158
O 0.36302 -0.99592 -0.96398 -0.206 0.013 -0.340
C 0.68213 -1.30979 0.15318 0.425 0.029 0.035
H -1.57881 1.92812 -2.19860 -0.084 -0.018 -0.076
Cl 5.16209 -0.23636 -1.48120 -0.149 -0.048 0.079
N 1.89908 -1.02597 0.70843 -0.041 -0.173 0.132
O -2.78338 0.83582 0.00056 -0.014 -0.025 0.181

=====

42
Properties=species:S:1:pos:R:3:forces:R:3 method="wB97M-V/def2-TZVPD" e_tot_ev=-122121.192 spin_multiplicity=5 e_above_lowest_ev=0.0111 gap_ha="0.1991 / 0.3313" max_force_ev_per_a=0.786 lumo_ev="0.252 / 0.205" s2=6.01
Cl 1.24620 0.11059 5.57926 -0.002 0.017 -0.026
C 0.35837 -2.45067 -2.28545 0.008 0.048 -0.038
H -4.49426 -0.79026 -1.76326 0.017 0.007 -0.032
Co 0.85436 0.82407 -0.28937 -0.326 0.662 -0.077
H 1.11142 -2.53285 -1.49637 0.004 0.006 -0.013
Cl 3.11207 -0.26546 -0.32522 0.642 -0.322 -0.310
C 1.38441 2.73871 -0.47168 -0.144 -0.067 0.190
C 3.57162 -0.39508 2.37094 0.175 -0.049 -0.044
C 2.65387 -0.16399 1.36147 -0.568 0.096 0.536
C 0.92367 0.26416 2.88470 0.163 -0.046 -0.059
H -1.29621 3.50490 -0.15228 -0.023 -0.055 0.000
H -2.25058 -3.30992 -0.38358 -0.054 0.025 0.003
C -1.54515 -3.53132 -1.17736 -0.015 0.007 -0.017
H 3.02133 2.79067 0.94474 0.034 0.013 -0.009
H -2.06567 0.62191 0.51108 -0.020 0.004 0.011
C -1.34797 -1.07033 -1.30879 -0.189 -0.121 0.033
C 1.31998 0.18870 1.56106 0.574 -0.394 0.208
Cl 4.22325 -0.57299 4.98763 0.023 -0.016 -0.021
H -0.86397 2.64081 -1.65469 -0.014 0.036 -0.026
H 2.75883 4.28617 0.02373 0.097 0.011 0.052
H -1.11786 4.40645 -1.67929 -0.047 -0.009 0.015
H -4.28308 -2.13110 -0.63100 -0.003 -0.003 -0.026
H -0.74295 -4.13258 -0.74523 0.017 0.029 -0.013
C -3.78562 -1.53659 -1.40084 0.004 -0.092 0.021
H -2.96055 1.23876 -0.88833 -0.020 -0.023 -0.007
H 0.38613 -3.35154 -2.89647 -0.031 -0.006 0.004
C -0.73482 3.57290 -1.09188 0.050 -0.056 0.026
O 0.62186 3.82694 -0.83574 0.097 0.131 -0.236
C 1.79502 0.02330 3.94792 0.000 -0.022 -0.010
C 3.13074 -0.29817 3.68907 -0.153 0.039 -0.009
N -0.97920 -2.30638 -1.72559 0.045 -0.053 0.024
H -3.52156 -2.18298 -2.23346 0.043 0.003 0.003
C -2.87128 0.40499 -0.18699 0.062 0.042 -0.038
O -0.53022 -0.12769 -1.34082 -0.084 0.066 -0.143
Cl -0.72505 0.67863 3.22613 -0.208 0.064 0.014
Cl 5.20833 -0.79249 2.01455 0.020 -0.010 -0.014
H -2.03687 -4.12225 -1.95244 -0.028 -0.010 0.037
H -3.79881 0.30875 0.37420 0.000 -0.034 0.006
H 3.53633 2.88610 -0.73808 0.042 0.031 0.016
H 0.59597 -1.59339 -2.90817 0.008 -0.002 0.005
N -2.61395 -0.85536 -0.87582 0.062 0.077 0.093
C 2.75185 3.19588 -0.03829 -0.259 -0.024 -0.131

=====

Copy entry 4 word for word.
42
Properties=species:S:1:pos:R:3:forces:R:3 method="wB97M-V/def2-TZVPD" e_tot_ev=-122121.192 spin_multiplicity=5 e_above_lowest_ev=0.0111 gap_ha="0.1991 / 0.3313" max_force_ev_per_a=0.786 lumo_ev="0.252 / 0.205" s2=6.01
Cl 1.24620 0.11059 5.57926 -0.002 0.017 -0.026
C 0.35837 -2.45067 -2.28545 0.008 0.048 -0.038
H -4.49426 -0.79026 -1.76326 0.017 0.007 -0.032
Co 0.85436 0.82407 -0.28937 -0.326 0.662 -0.077
H 1.11142 -2.53285 -1.49637 0.004 0.006 -0.013
Cl 3.11207 -0.26546 -0.32522 0.642 -0.322 -0.310
C 1.38441 2.73871 -0.47168 -0.144 -0.067 0.190
C 3.57162 -0.39508 2.37094 0.175 -0.049 -0.044
C 2.65387 -0.16399 1.36147 -0.568 0.096 0.536
C 0.92367 0.26416 2.88470 0.163 -0.046 -0.059
H -1.29621 3.50490 -0.15228 -0.023 -0.055 0.000
H -2.25058 -3.30992 -0.38358 -0.054 0.025 0.003
C -1.54515 -3.53132 -1.17736 -0.015 0.007 -0.017
H 3.02133 2.79067 0.94474 0.034 0.013 -0.009
H -2.06567 0.62191 0.51108 -0.020 0.004 0.011
C -1.34797 -1.07033 -1.30879 -0.189 -0.121 0.033
C 1.31998 0.18870 1.56106 0.574 -0.394 0.208
Cl 4.22325 -0.57299 4.98763 0.023 -0.016 -0.021
H -0.86397 2.64081 -1.65469 -0.014 0.036 -0.026
H 2.75883 4.28617 0.02373 0.097 0.011 0.052
H -1.11786 4.40645 -1.67929 -0.047 -0.009 0.015
H -4.28308 -2.13110 -0.63100 -0.003 -0.003 -0.026
H -0.74295 -4.13258 -0.74523 0.017 0.029 -0.013
C -3.78562 -1.53659 -1.40084 0.004 -0.092 0.021
H -2.96055 1.23876 -0.88833 -0.020 -0.023 -0.007
H 0.38613 -3.35154 -2.89647 -0.031 -0.006 0.004
C -0.73482 3.57290 -1.09188 0.050 -0.056 0.026
O 0.62186 3.82694 -0.83574 0.097 0.131 -0.236
C 1.79502 0.02330 3.94792 0.000 -0.022 -0.010
C 3.13074 -0.29817 3.68907 -0.153 0.039 -0.009
N -0.97920 -2.30638 -1.72559 0.045 -0.053 0.024
H -3.52156 -2.18298 -2.23346 0.043 0.003 0.003
C -2.87128 0.40499 -0.18699 0.062 0.042 -0.038
O -0.53022 -0.12769 -1.34082 -0.084 0.066 -0.143
Cl -0.72505 0.67863 3.22613 -0.208 0.064 0.014
Cl 5.20833 -0.79249 2.01455 0.020 -0.010 -0.014
H -2.03687 -4.12225 -1.95244 -0.028 -0.010 0.037
H -3.79881 0.30875 0.37420 0.000 -0.034 0.006
H 3.53633 2.88610 -0.73808 0.042 0.031 0.016
H 0.59597 -1.59339 -2.90817 0.008 -0.002 0.005
N -2.61395 -0.85536 -0.87582 0.062 0.077 0.093
C 2.75185 3.19588 -0.03829 -0.259 -0.024 -0.131